The following is a quantum chemistry calculation of C51H50N6P2Sr as an isolated structure at a distorted geometry, from the OMol25 dataset.

The geometry in ORCA input format:
```
! wB97M-V def2-TZVPD RIJCOSX def2/J DEFGRID3
* xyz 0 1
Sr 14.3196 9.7106 12.1042
P 14.8221 11.8850 14.1924
P 17.3199 10.7812 13.5372
N 14.4387 8.0048 9.9377
N 17.1553 10.5387 9.4214
N 13.3667 7.6933 12.9755
N 12.0499 9.1617 11.4447
N 16.4582 12.2128 13.7988
N 14.4121 11.4184 10.0752
C 17.0164 8.3045 10.4089
C 14.9267 9.9345 18.3373
C 15.9703 11.3816 16.7380
C 12.9818 7.1438 14.1436
C 11.0502 6.1834 13.1424
C 18.2490 10.9581 7.3303
C 17.5126 11.3614 8.4291
C 12.3011 15.0673 14.2347
C 18.5495 12.3636 11.5275
C 19.4292 10.1902 11.9345
C 18.4946 11.1734 12.2162
C 19.3684 11.6767 15.1781
C 12.7844 15.8516 15.2827
C 10.6958 9.5956 11.4451
C 13.9405 15.4826 15.9620
C 14.1508 9.1053 8.9258
C 12.4402 7.7438 11.7421
C 11.2785 6.7933 11.9633
C 17.4744 9.2490 9.3289
C 11.0720 10.7007 13.7060
C 19.5922 9.2928 16.5787
C 15.9509 10.8036 17.9939
C 13.9335 12.6255 10.5015
C 19.5139 12.5774 10.5535
C 9.7868 9.3187 10.3759
C 20.4164 11.5667 10.2434
C 10.2318 8.4563 9.2161
C 13.9287 9.6366 17.4208
C 14.9530 11.1122 15.8297
C 14.5993 14.3132 15.6161
C 15.8306 7.3599 9.9861
C 8.0484 10.6383 11.4304
C 18.1935 8.7565 8.2560
C 13.6605 10.5736 9.3436
C 20.4496 10.3430 16.8565
C 18.5142 10.6181 14.8978
C 8.9142 10.9464 12.4724
C 10.2039 10.4246 12.5074
C 20.3205 11.5496 16.1662
C 12.7212 13.1463 10.0551
C 14.1095 13.5140 14.5873
C 12.9796 13.8982 13.8851
C 13.2851 7.1742 10.5193
C 11.8354 6.4065 14.3333
C 12.3768 11.0181 8.9295
C 11.9650 12.3102 9.2154
C 18.6057 9.4257 15.6069
C 13.9445 10.2222 16.1657
C 18.5946 9.6170 7.2477
C 20.3731 10.3710 10.9351
C 8.4864 9.8346 10.3936
H 13.1436 8.9500 17.6883
H 16.7760 12.0306 16.4445
H 9.8083 7.4484 9.2569
H 16.7558 8.8634 11.3069
H 7.7972 9.6094 9.5853
H 12.5915 13.2803 13.0807
H 12.2704 16.7452 15.5693
H 17.1912 12.3879 8.5373
H 8.5348 11.5418 13.2941
H 14.5716 13.1592 11.2022
H 11.5231 5.9112 15.2370
H 10.9854 12.6448 8.8862
H 21.1577 11.7145 9.4720
H 20.9680 12.3797 16.4017
H 13.7603 6.2515 10.8915
H 17.8276 13.1394 11.6899
H 17.8679 7.6969 10.7225
H 9.9224 8.8839 8.2494
H 21.0777 9.5723 10.7092
H 19.1625 9.2514 6.4058
H 11.3091 8.3488 9.2481
H 12.0674 11.0009 13.3712
H 11.7055 10.3604 8.3946
H 13.1542 9.9728 15.4596
H 16.8047 13.1491 13.6565
H 7.0522 11.0350 11.4195
H 14.2956 16.0817 16.7873
H 19.5773 13.5228 10.0239
H 16.7292 11.0289 18.7007
H 15.7333 6.6000 10.7619
H 18.5196 11.6604 6.5531
H 10.6479 6.5490 11.1183
H 10.6701 11.4866 14.3369
H 11.1999 9.7775 14.2919
H 12.5964 6.9156 9.7007
H 14.9240 9.4941 19.3214
H 10.2303 5.4774 13.2157
H 19.6882 8.3518 17.1082
H 15.0951 9.2242 8.3762
H 15.4699 14.0003 16.1623
H 13.6933 7.2773 14.9622
H 19.4027 9.2521 12.4756
H 13.3695 8.7704 8.2184
H 16.0813 6.8375 9.0503
H 18.4361 7.6953 8.2114
H 12.3526 14.1127 10.3511
H 19.2679 12.5912 14.6023
H 11.4322 15.3882 13.6869
H 17.8824 8.6335 15.4293
H 21.2246 10.2388 17.6076
*
```

## Properties
* Kohn-Sham gap: 5.38 eV
* relative energy (zero: lowest compared OMol25 entry of this formula, charge and spin): 0.125 eV
* LUMO level: 0.235 eV